No. 1
Below is the molecule C5H11NOS, with properties calculated with wB97M-V/def2-TZVPD.

## Properties
- E_tot (Eh) = -725.1158
- frontier orbital gap (eV) = 9.58
- multiplicity = 1
- energy above the lowest of the compared OMol25 structures with the same formula, charge and spin (kJ/mol) = 549.0
- maximum force (eV/Å) = 11.1
- E_HOMO (hartree) = -0.32504
- LUMO (eV) = 0.74

CARTESIAN COORDINATES (ANGSTROEM)
C 1.276 -1.119 0.264
C -0.025 -0.940 -0.194
C 0.128 0.307 -1.223
C -0.378 1.612 -0.395
C -0.741 -0.350 0.929
H 1.286 0.779 0.843
H 1.439 -1.427 1.340
H 1.700 -1.781 -0.385
H -2.019 -1.845 -0.807
H 1.243 0.445 -1.560
H -0.742 0.262 -2.055
H -1.340 1.900 -0.501
H 0.290 2.445 -0.687
H -0.468 1.804 1.660
H -1.803 -0.235 0.349
H -0.706 -0.716 1.951
N -0.090 1.035 0.958
O 1.804 0.221 0.377
S -0.856 -2.394 -0.864

From a natural (NBO) analysis of the wavefunction, the atomic charges in e read: C -0.11; C -0.22; C -0.42; C -0.23; C -0.22; H 0.47; H 0.19; H 0.19; H 0.11; H 0.28; H 0.20; H 0.18; H 0.21; H 0.38; H 0.16; H 0.24; N -0.66; O -0.76; S 0.02

No. 2
Below is a structure of composition C9H12Br2O9Pd, with properties calculated with wB97M-V/def2-TZVPD.

## Properties
- E_tot (Eh) = -6303.2227
- frontier orbital gap (alpha / beta) (eV) = 8.23 / 7.11
- multiplicity = 3
- maximum force (eV/Å) = 2.4
- E_HOMO (alpha / beta) (hartree) = -0.29460 / -0.29459
- LUMO (alpha / beta) (eV) = 0.21 / -0.91

CARTESIAN COORDINATES (ANGSTROEM)
Pd 3.315 24.637 10.824
Br 5.765 25.165 10.553
Br 1.995 25.620 12.768
C 5.356 19.910 11.972
C 4.009 19.228 12.260
O 3.114 20.323 12.068
C 3.789 21.446 12.065
O 3.329 22.521 11.790
O 5.085 21.276 12.351
H 5.599 19.890 10.912
H 6.163 19.468 12.551
H 3.808 18.760 13.218
H 3.997 18.476 11.466
C 2.063 21.432 6.374
C 3.509 21.005 6.223
O 4.219 21.753 7.193
C 3.317 22.456 7.953
O 3.592 23.120 8.895
O 2.098 22.340 7.459
H 1.504 20.509 6.570
H 1.564 21.891 5.526
H 3.779 21.336 5.213
H 3.664 19.931 6.254
C 0.521 28.656 8.625
C 1.682 29.274 9.325
O 2.622 28.177 9.432
C 2.040 27.009 9.038
O 2.616 25.958 9.097
O 0.858 27.256 8.505
H 0.248 28.926 7.607
H -0.339 28.634 9.299
H 1.432 29.454 10.371
H 2.136 30.143 8.858

From a natural (NBO) analysis of the wavefunction, the atomic charges in e read: Pd 1.09; Br -0.56; Br -0.64; C -0.10; C -0.10; O -0.47; C 1.00; O -0.62; O -0.46; H 0.19; H 0.21; H 0.20; H 0.19; C -0.10; C -0.10; O -0.48; C 0.99; O -0.60; O -0.47; H 0.19; H 0.20; H 0.19; H 0.19; C -0.11; C -0.11; O -0.47; C 1.02; O -0.64; O -0.47; H 0.21; H 0.21; H 0.21; H 0.21

Question: Which value of E_tot does entry 2 give?
Answer: -6303.2227 Eh

Question: What is the formula in the first record?
Answer: C5H11NOS

Question: The lowest maximum force belongs to which entry?
Answer: C9H12Br2O9Pd

Question: Look up the multiplicity of the second one.
Answer: 3